No. 1
Density functional theory data (ωB97M-V with the def2-TZVPD basis set) for the molecule C2H2OS2 at a distorted geometry.

Geometry as XYZ:
```
7
Properties=species:S:1:pos:R:3:nbo_charge:R:1
C 2.2881 0.6033 0.0312 -0.544
S 1.5285 -0.7759 -0.2574 0.438
S -0.3680 -0.6552 0.9322 0.058
C -1.2785 -0.4165 -0.4479 0.003
O -2.4731 -0.0433 -0.3305 -0.662
H 3.3275 0.9354 -0.3750 0.232
H -3.0245 0.3522 0.4474 0.475
```

Calculated values
**SMILES**: C#S#S#CO
**Total charge**: 0
**Energy above the lowest of the compared OMol25 structures with the same formula, charge and spin**: 5.124 eV
**Kohn-Sham gap**: 7.7 eV


No. 2
Density functional theory data (ωB97M-V with the def2-TZVPD basis set) for a cluster of 8 separate species, C47H42ClO16P2S in total.

Geometry as XYZ:
```
109
Properties=species:S:1:pos:R:3:mulliken_charge:R:1
C 2.1529 3.8397 4.1373 -1.148
C 2.2407 3.5423 2.6563 0.222
Cl 4.0634 3.3304 2.2760 -0.403
C 1.5187 2.3033 2.2141 -0.760
P -0.4136 2.2526 2.2271 0.718
P -0.8739 4.4270 2.8164 0.492
S -1.5585 4.8010 4.6504 -0.543
O -0.3682 1.7574 3.8916 -0.336
C -0.5271 0.3897 4.0616 -0.545
C -0.4574 -0.3444 2.6917 -0.254
O -0.3372 0.6171 1.6727 -0.497
H 2.5114 4.8458 4.3491 0.294
H 1.1363 3.7241 4.5092 0.226
H 2.7899 3.1376 4.6721 0.376
H 2.0058 4.4015 2.0358 0.321
H 1.8712 1.4719 2.8286 0.289
H 1.8253 2.0630 1.1946 0.169
H -1.8598 2.1881 2.2865 0.134
H -0.4372 2.6822 0.8720 -0.446
H -1.9259 4.7347 1.9361 -0.149
H 0.1152 5.3696 2.4421 0.008
H 0.2975 -0.0046 4.6723 0.256
H -1.4427 0.1335 4.6081 0.256
H 0.4704 -0.9259 2.6888 0.166
H -1.3174 -0.9925 2.5218 0.260
C 1.6730 -2.9389 -1.0578 -0.193
C 2.4007 -2.5010 -2.0822 -0.396
C 3.8319 -2.8465 -2.2107 0.389
O 4.5019 -2.4482 -3.1448 -0.632
C 4.4388 -3.7002 -1.1575 -0.454
C 3.7128 -4.1438 -0.1367 -0.499
C 2.2708 -3.8015 -0.0118 0.526
O 1.6170 -4.2343 0.9150 -0.600
H 0.6285 -2.6919 -0.9432 0.554
H 1.9879 -1.8756 -2.8649 0.432
H 5.4897 -3.9359 -1.2732 0.466
H 4.1257 -4.7704 0.6438 0.440
C -1.3691 -6.9832 -2.3921 -0.488
C -1.9687 -8.0537 -1.8807 -0.416
C -2.1160 -8.2199 -0.4131 0.647
O -2.6646 -9.2012 0.0507 -0.572
C -1.5747 -7.1533 0.4594 -0.227
C -0.9731 -6.0794 -0.0472 -0.509
C -0.8244 -5.9125 -1.5153 0.251
O -0.2822 -4.9384 -1.9915 -0.436
H -1.2482 -6.8363 -3.4580 0.416
H -2.3741 -8.8460 -2.4973 0.394
H -1.6903 -7.2919 1.5269 0.362
H -0.5666 -5.2888 0.5720 0.571
C 1.6864 1.2781 -5.1166 -0.473
C 2.3379 2.3877 -5.4472 -0.484
C 2.8701 3.3025 -4.4029 0.311
O 3.4633 4.3148 -4.7146 -0.595
C 2.6520 2.9332 -2.9857 -0.394
C 1.9949 1.8250 -2.6521 -0.191
C 1.4664 0.9142 -3.6925 0.384
O 0.8781 -0.1083 -3.4005 -0.678
H 1.2899 0.5915 -5.8541 0.460
H 2.5133 2.6780 -6.4755 0.446
H 3.0553 3.6112 -2.2460 0.516
H 1.8201 1.5378 -1.6232 0.651
C -3.2675 -8.8357 3.5680 -0.115
C -3.8678 -9.9082 4.0756 -0.460
C -4.0207 -10.0813 5.5418 0.325
O -4.5659 -11.0586 6.0083 -0.554
C -3.4798 -9.0117 6.4198 -0.393
C -2.8791 -7.9391 5.9126 -0.442
C -2.7269 -7.7682 4.4455 0.597
O -2.1802 -6.7908 3.9807 -0.503
H -3.1495 -8.6949 2.5006 0.285
H -4.2686 -10.6981 3.4534 0.443
H -3.6041 -9.1599 7.4849 0.403
H -2.4768 -7.1473 6.5315 0.415
C 7.1886 -0.4253 -1.7378 -0.440
C 6.0364 0.2123 -1.9175 -0.271
C 5.4960 1.1295 -0.8810 0.312
O 4.4351 1.6926 -1.0409 -0.230
C 6.2927 1.3163 0.3602 -0.038
C 7.4458 0.6744 0.5335 -0.442
C 7.9836 -0.2442 -0.4987 0.280
O 9.0359 -0.8293 -0.3385 -0.591
H 7.5954 -1.1065 -2.4743 0.431
H 5.4356 0.0824 -2.8082 0.464
H 5.8824 1.9928 1.1019 0.106
H 8.0439 0.7893 1.4286 0.451
C -2.6068 3.8906 -3.0298 -0.439
C -2.9885 4.5403 -4.1267 -0.414
C -2.4718 5.8957 -4.4380 0.541
O -2.8264 6.4909 -5.4355 -0.624
C -1.5127 6.5023 -3.4820 -0.693
C -1.1347 5.8583 -2.3805 -0.202
C -1.6490 4.4986 -2.0682 0.238
O -1.3047 3.9109 -1.0720 -0.475
H -2.9671 2.9007 -2.7794 0.548
H -3.6866 4.1199 -4.8398 0.454
H -1.1500 7.4918 -3.7319 0.451
H -0.4433 6.2818 -1.6629 0.509
C -5.8946 7.3814 -2.3577 -0.376
C -4.7746 7.0467 -1.7233 -0.290
C -4.8055 6.2305 -0.4816 0.195
O -3.7892 5.9171 0.0949 -0.436
C -6.1353 5.8048 0.0259 -0.429
C -7.2549 6.1415 -0.6087 -0.370
C -7.2233 6.9543 -1.8500 0.371
O -8.2443 7.2594 -2.4297 -0.571
H -5.8958 7.9732 -3.2644 0.425
H -3.7950 7.3469 -2.0733 0.610
H -6.1307 5.2109 0.9312 0.457
H -8.2346 5.8429 -0.2582 0.402
```

Calculated values
**Total charge**: -1
**Kohn-Sham gap**: 3.9 eV


No. 3
Density functional theory data (ωB97M-V with the def2-TZVPD basis set) for the molecule C12H17N at a distorted geometry.

Geometry as XYZ:
```
30
Properties=species:S:1:pos:R:3:nbo_charge:R:1
C -0.7105 -3.4396 -2.1010 -0.651
C -1.1315 -2.0007 -2.7373 -0.219
N -0.1703 -0.9127 -2.7509 -0.614
C 0.2307 -0.6131 -1.3892 -0.030
C 1.4388 0.4049 -1.3547 -0.403
C 1.8838 0.8548 0.0390 -0.430
C 0.7887 1.1448 1.0674 -0.018
C 1.1702 1.6698 2.3506 -0.202
C 0.1470 1.8612 3.2963 -0.207
C -1.0695 1.2973 3.1051 -0.252
C -1.3325 0.5845 1.9240 -0.156
C -0.4210 0.6677 0.7969 -0.052
C -0.8426 -0.0055 -0.4084 -0.434
H -0.7710 -3.5178 -0.9964 0.209
H -1.3536 -4.2314 -2.4850 0.220
H 0.3603 -3.3988 -2.4538 0.202
H -1.9777 -1.6515 -2.1263 0.181
H -1.5484 -2.0261 -3.7145 0.200
H 0.6726 -1.2217 -3.3152 0.353
H 0.5949 -1.4837 -0.8952 0.158
H 1.1971 1.3230 -1.9269 0.205
H 2.3113 0.0212 -1.9317 0.209
H 2.7315 0.3509 0.6301 0.223
H 2.3549 1.8605 -0.3421 0.215
H 2.1813 2.0453 2.4973 0.214
H 0.3523 2.5520 4.1984 0.215
H -1.7842 1.2574 3.9260 0.217
H -2.3167 -0.0257 1.7977 0.207
H -1.4233 -0.8147 -0.1553 0.213
H -1.2985 0.7932 -0.9821 0.227
```

Calculated values
**SMILES**: CCN[C@H]1CCc2ccccc2C1
**Total charge**: 0
**Energy above the lowest of the compared OMol25 structures with the same formula, charge and spin**: 2.340 eV
**Kohn-Sham gap**: 9.7 eV


No. 4
Density functional theory data (ωB97M-V with the def2-TZVPD basis set) for the molecule C25H34N2O4S.

Geometry as XYZ:
```
66
Properties=species:S:1:pos:R:3:nbo_charge:R:1
C 3.7410 1.6251 2.6118 -0.244
O 2.6029 2.2312 2.0626 -0.558
C 2.9101 3.2288 1.1112 -0.077
C 1.5976 3.7561 0.5285 -0.241
N 0.8453 2.7036 -0.1104 -0.623
C 1.1557 2.2798 -1.3592 0.323
S 2.2365 3.1142 -2.3067 -0.310
N 0.5026 1.1885 -1.8334 -0.437
C 0.9247 0.5290 -3.0474 -0.220
C -0.2386 0.4706 -4.0273 -0.428
C -1.3911 -0.2272 -3.3699 -0.031
C -2.3420 -0.9012 -4.1255 -0.273
C -3.4231 -1.5552 -3.5538 0.242
O -4.3545 -2.2458 -4.2871 -0.508
C -4.2415 -2.2548 -5.6881 -0.250
C -3.5661 -1.5127 -2.1528 0.264
O -4.5492 -2.0850 -1.4018 -0.498
C -5.7252 -2.5881 -1.9955 -0.239
C -2.6084 -0.8362 -1.4091 -0.250
C -1.5161 -0.2065 -1.9892 0.027
C -0.5413 0.5182 -1.0869 -0.098
C 0.0632 -0.4253 -0.0153 -0.080
O -0.0430 0.2354 1.2283 -0.523
C 0.5615 -0.3083 2.3301 0.290
C 1.2457 -1.5151 2.3462 -0.253
C 1.8292 -1.9590 3.5210 -0.212
C 1.7452 -1.2262 4.6956 -0.033
C 2.3922 -1.7079 5.9711 -0.235
C 3.9103 -1.8093 5.8056 -0.594
C 1.8037 -3.0503 6.4101 -0.595
C 1.0467 -0.0237 4.6650 -0.193
C 0.4612 0.4339 3.5039 -0.237
H 3.3843 0.8701 3.3098 0.198
H 4.3633 2.3564 3.1431 0.163
H 4.3515 1.1478 1.8344 0.166
H 3.5259 2.8084 0.3027 0.187
H 3.4707 4.0508 1.5806 0.168
H 0.9808 4.1670 1.3298 0.201
H 1.8183 4.5301 -0.2091 0.242
H 0.4942 2.0166 0.5472 0.423
H 1.7621 1.0906 -3.4641 0.263
H 1.2540 -0.4903 -2.8069 0.182
H 0.0606 -0.0481 -4.9389 0.215
H -0.5277 1.4900 -4.2977 0.225
H -2.2152 -0.9101 -5.1963 0.216
H -5.0927 -2.8347 -6.0425 0.201
H -4.2946 -1.2441 -6.1050 0.178
H -3.3154 -2.7377 -6.0160 0.177
H -6.2210 -1.8332 -2.6097 0.178
H -6.3711 -2.8559 -1.1593 0.188
H -5.5280 -3.4741 -2.6020 0.185
H -2.7521 -0.8097 -0.3401 0.223
H -1.1183 1.2793 -0.5452 0.238
H -0.4749 -1.3806 0.0139 0.192
H 1.1166 -0.6211 -0.2578 0.188
H 1.3317 -2.1201 1.4569 0.213
H 2.3595 -2.8995 3.5080 0.209
H 2.1839 -0.9723 6.7560 0.200
H 4.3727 -2.1060 6.7445 0.207
H 4.3244 -0.8494 5.5040 0.210
H 4.1679 -2.5462 5.0490 0.201
H 2.0189 -3.8249 5.6785 0.200
H 2.2276 -3.3534 7.3650 0.207
H 0.7242 -2.9719 6.5191 0.212
H 0.9639 0.5675 5.5657 0.212
H -0.0707 1.3712 3.4804 0.224
```

Calculated values
**SMILES**: COCCNC(=S)N1CCc2cc(OC)c(OC)cc2[C@H]1COc1ccc(C(C)C)cc1
**Total charge**: 0
**Energy above the lowest of the compared OMol25 structures with the same formula, charge and spin**: 1.192 eV
**Kohn-Sham gap**: 8.5 eV